# 1
# C10H9N6O5

A cluster of 2 separate species, C10H9N6O5 in total at a distorted geometry (wB97M-V/def2-TZVPD, the OMol25 dataset).

Energy relative to the best compared isomer or geometry (same formula, charge and spin) = 0.513 eV
DFT total energy = -29689.8733 eV
Charge = -1
HOMO level = -4.314 eV
Frontier orbital gap = 0.17584 Ha

Element x y z (Å)
C  4.14  -1.73  -2.07
N  3.16  -0.67  -2.18
C  2.74  -0.02  -0.95
O  3.37  -0.28  0.09
N  1.68  0.81  -1.08
C  1.86  1.74  -2.07
O  1.66  2.97  -1.92
C  2.34  1.16  -3.36
C  2.95  -0.06  -3.38
H  4.89  -1.68  -2.87
H  4.60  -1.57  -1.09
H  3.71  -2.75  -2.07
H  2.19  1.74  -4.27
H  3.36  -0.56  -4.28
C  -1.68  2.76  3.00
O  -2.99  2.22  2.84
C  -2.99  1.03  2.24
N  -4.18  0.42  2.28
C  -4.12  -0.81  1.83
N  -5.12  -1.76  1.94
O  -4.54  -2.93  1.56
N  -3.12  -2.71  1.10
O  -2.53  -3.66  0.63
C  -2.89  -1.38  1.31
C  -1.73  -0.60  1.18
N  -1.84  0.62  1.71
H  -1.91  3.75  3.38
H  -1.07  2.20  3.71
H  -1.11  2.77  2.08
H  -0.83  -1.02  0.72

***

# 2
# C33H40HgN4P2S

A structure of composition C33H40HgN4P2S at a distorted geometry (wB97M-V/def2-TZVPD, the OMol25 dataset).

Energy relative to the best compared isomer or geometry (same formula, charge and spin) = 3.062 eV
DFT total energy = -74411.2321 eV
HOMO level (alpha / beta) = -7.918 / -6.252 eV
Frontier orbital gap (alpha / beta) = 0.27439 / 0.15228 Ha

Element x y z (Å)
Hg  -0.24  2.79  -1.51
C  -1.70  2.15  -4.34
C  -1.88  0.82  -4.15
C  -1.01  -0.28  -4.71
C  0.51  -0.04  -4.71
C  1.02  0.80  -3.58
C  0.91  2.19  -3.32
C  0.62  3.06  -4.59
C  -0.70  2.73  -5.31
C  0.12  2.57  0.80
H  -2.47  2.88  -4.01
H  -2.84  0.41  -3.85
H  -1.28  -0.59  -5.73
H  -1.21  -1.18  -4.09
H  1.00  -1.03  -4.60
H  0.84  0.32  -5.70
H  1.88  0.34  -3.07
H  1.83  2.67  -2.87
H  1.44  2.99  -5.34
H  0.56  4.10  -4.23
H  -1.11  3.68  -5.71
H  -0.50  2.09  -6.22
H  -0.60  3.21  1.31
H  1.10  2.78  1.21
H  -0.13  1.57  1.19
P  1.94  -0.40  0.58
P  -1.38  -1.05  0.86
N  3.16  0.68  -0.21
N  3.05  -1.62  0.97
N  -2.40  0.23  0.04
N  -2.76  -2.10  0.97
C  0.97  -1.01  -0.87
C  -0.41  -1.66  -0.61
C  3.44  1.98  0.23
C  4.33  2.57  -0.67
C  4.59  1.61  -1.69
C  3.85  0.48  -1.41
C  3.82  -1.53  2.14
C  4.50  -2.73  2.31
C  4.14  -3.58  1.22
C  3.24  -2.88  0.42
C  -2.64  1.50  0.57
C  -3.33  2.29  -0.38
C  -3.56  1.45  -1.50
C  -2.97  0.21  -1.24
C  -3.95  -2.15  0.24
C  -4.94  -2.74  1.03
C  -4.31  -3.12  2.29
C  -2.98  -2.72  2.23
H  1.59  -1.69  -1.46
H  0.79  -0.09  -1.46
H  -1.03  -1.56  -1.53
H  -0.27  -2.74  -0.39
H  3.00  2.29  1.16
H  4.75  3.56  -0.60
H  5.23  1.77  -2.55
H  3.78  -0.45  -1.96
H  3.77  -0.62  2.71
H  5.15  -2.93  3.13
H  4.49  -4.58  1.06
H  2.74  -3.14  -0.50
H  -2.30  1.74  1.57
H  -3.66  3.34  -0.33
H  -4.00  1.75  -2.46
H  -2.74  -0.59  -1.94
H  -4.00  -1.82  -0.80
H  -5.98  -2.88  0.77
H  -4.78  -3.63  3.12
H  -2.13  -2.80  2.91
S  0.45  -1.69  3.84
C  -0.10  -1.23  5.36
C  0.66  -1.54  6.52
C  0.26  -1.09  7.77
C  -0.93  -0.35  7.93
C  -1.68  -0.04  6.78
C  -1.32  -0.51  5.52
H  1.58  -2.11  6.39
H  0.86  -1.33  8.65
H  -1.25  0.00  8.92
H  -2.58  0.57  6.87
H  -1.93  -0.32  4.64